[1]
The following is a quantum chemistry calculation of 7 unconnected molecules or ions with the total composition C43H93BBrN9O12P in a non-equilibrium geometry, from the Open Molecules 2025 dataset.

```
! RIJCOSX wB97M-V def2-TZVPD def2/J DEFGRID3
* xyz 1 1
H -3.6721 7.9744 0.1936
H -8.4614 -1.8618 -4.0778
H -1.3571 -6.1988 -1.4302
H 4.2372 2.0558 1.4669
C 4.7233 0.5068 2.9968
H -0.1737 -3.9955 -2.7601
H -5.3246 4.8102 -2.6558
H 0.4014 5.3904 -3.1773
C -6.0781 -1.1612 -3.7325
H -6.3587 5.4798 -3.9442
H 0.0234 5.1900 4.5811
H 8.9794 -3.4087 -1.2338
H -3.2047 -3.2122 0.2077
C -1.8747 -5.0985 0.4712
H -3.2682 -3.5790 -2.2933
H -8.1390 6.7777 1.2355
H -9.1918 -2.9300 -2.8585
H 0.1059 3.8188 -3.9546
H -4.6866 4.9943 -4.3055
H -2.0714 1.8805 9.8468
C 3.5627 -0.7169 -1.9229
C -2.1386 6.0925 -3.7235
C -0.8337 -5.9229 -0.4381
H -0.4032 -0.7613 1.0982
H 1.6220 -5.3117 1.3637
C 8.4874 -2.9446 1.2103
H 8.6325 -2.0568 1.9509
H -3.5270 3.1039 -4.9800
B 2.7362 -3.9196 -2.2531
H 9.4957 -1.0410 -1.7705
C -0.1358 -0.8023 2.2280
H 4.0212 -4.9482 2.9558
C 5.1021 -1.2482 -2.1354
H 9.5374 -3.2229 0.8454
C -2.9002 -4.1627 -0.3761
H 7.2205 -3.2027 -1.7534
H -5.0970 -0.6942 -3.6611
H -4.0683 2.0787 -6.3192
H -3.4093 -0.0708 10.5489
O 1.8053 2.4606 -1.0352
C 4.0650 -6.1536 -2.7079
H 3.1544 -6.6392 -3.2106
H 7.9779 0.8782 -1.8400
C 2.1544 -4.3855 1.8106
C -1.5771 -2.5957 -1.7332
O 2.5409 -4.0168 -3.7048
C -2.3745 1.4422 7.9221
H 5.1916 -0.6063 0.5265
H -6.8020 7.9053 1.5163
H 0.0989 -2.1434 -3.1489
C -0.8380 4.9911 5.2164
H 8.2195 -1.5910 -3.1030
C 8.0875 -2.6925 -1.1631
C 7.3994 -0.1109 -1.6370
O 0.8234 -2.8285 -1.1769
H 1.7990 -4.3444 2.9185
H 5.6458 1.0019 -2.4755
H 7.5374 -5.0586 1.4705
H -3.8737 -4.7857 -0.5117
O -1.2179 -4.3637 1.5755
H -4.2740 1.0995 6.9969
H 3.9740 -5.6068 1.2382
C -5.5720 4.7574 -3.7180
H 2.1475 -0.8315 2.7361
O -1.3948 2.0884 7.5641
C 8.4053 -1.3188 -1.9867
H -2.3045 4.1130 -3.5161
H -3.4787 6.2393 0.5535
C 3.5054 -5.1553 -1.5302
N -1.3925 3.6753 4.9880
H -6.7915 -0.5576 -3.1673
H -0.5642 -6.8931 0.1332
C -3.2543 0.7096 6.9440
H -4.4174 0.1453 9.1007
O -1.5412 1.6526 4.0309
C -6.5646 6.6540 -0.2040
C -7.0561 6.8908 1.1995
O -7.3233 6.3785 -1.1244
N -5.2241 6.7565 -0.4301
H -0.2109 4.0281 -2.2136
H -1.4359 -2.1988 -0.6458
C -6.0277 -2.5548 -3.1663
H -2.8799 0.8536 5.9303
H 6.3770 -0.1539 -3.7234
C -3.8092 0.6594 9.8425
H 1.1319 -2.2116 3.4120
H -0.7375 7.3473 -2.7021
H 1.1014 3.2662 3.8971
O -4.9982 -3.0431 -2.7034
H -2.1974 3.3912 5.5296
H 4.4113 -3.7617 1.5983
C -8.4737 -2.8745 -3.6791
C -5.5826 2.5164 -4.8757
H 8.4423 -4.4276 2.9646
H 0.1507 -5.3727 -0.6548
H 6.7875 -3.7277 2.5529
H -8.7707 -3.5685 -4.4680
H -7.0808 -4.2068 -2.7863
H 4.6728 0.8668 -0.4440
C 4.2853 0.0994 0.3420
N -2.4033 -3.8496 -1.7700
N 2.8194 -2.1170 -0.1706
C 1.7069 1.2303 -0.7898
H 2.7767 0.9923 1.7968
H -4.4290 1.3807 10.3790
H -1.7378 8.1837 -3.9012
O -6.1295 1.4249 -5.0059
N -1.6206 4.8567 -3.4811
C 7.7645 -4.1107 2.0756
N -6.0803 3.4300 -4.0006
H 4.1618 0.9666 3.8916
C -0.0766 -2.9201 -2.3246
O 7.5818 -2.4648 0.1784
H -6.3682 -1.1992 -4.7844
H -1.6142 5.7319 5.0130
C 3.7505 -4.6608 1.8614
C 3.9330 0.9485 1.6659
H 5.4986 -1.8238 -1.2133
H 3.2365 -3.5039 -4.1798
H 3.7933 -2.4688 -0.0396
N -7.1775 -3.2800 -3.1793
Br 4.8945 -1.4513 3.2726
H -4.9574 6.5868 -1.3915
C 1.2986 -1.5517 2.4666
C -0.2452 4.5150 -3.1899
H -3.2487 -0.3599 7.1679
H -4.5655 3.7783 -6.2738
H -0.1626 0.2727 2.6406
C 3.0274 -0.6381 -0.3599
H -1.3821 -3.4166 1.3600
H -2.5479 -5.8816 1.0107
H 4.7162 -7.0046 -2.2735
H 2.8754 -5.7320 -0.7630
H 7.0267 -0.0872 -0.5536
H 0.4724 2.2291 2.6058
C -4.1867 7.0708 0.5274
H 4.4494 -4.7210 -1.0310
C 0.2362 3.0681 3.2596
O 2.4866 -1.5095 -2.4984
C 6.0975 -0.0523 -2.6137
H 4.6694 -5.5477 -3.4811
N -2.6997 1.3685 9.2421
H -2.0230 -1.7172 -2.3258
C -1.1931 7.2638 -3.6918
H 3.5856 0.2559 -2.5296
H -4.5860 7.2336 1.5268
P 1.6305 -2.7382 1.0326
C 2.1862 -2.5532 -1.5452
H 5.0396 -2.0288 -2.9876
C -0.9612 2.7324 4.1107
N 1.6817 0.0059 -0.3544
C -4.3557 2.8984 -5.6614
H -6.9033 3.1138 -3.5050
H -0.5369 5.0600 6.2637
H -1.0115 -1.3888 2.7217
H 5.7859 0.9479 2.9240
O -3.3357 6.2237 -3.9570
H -0.4191 7.1374 -4.4526
H -6.6078 6.1614 1.8786
H 0.0185 3.9409 2.6393
*
```

Atomic partial charges in e from the Löwdin method, atoms 1 to 2:
1 H 0.083
2 H 0.079

---

[2]
The following is a quantum chemistry calculation of 7 unconnected molecules or ions with the total composition C43H94F9N5O3PS in a non-equilibrium geometry, from the Open Molecules 2025 dataset.

```
! RIJCOSX wB97M-V def2-TZVPD def2/J DEFGRID3
* xyz 3 1
H 1.2850 4.9557 8.4308
H 4.4519 5.9191 -8.5607
H 2.6902 5.4348 5.7913
C -2.1202 -5.4245 -1.7135
C 0.6646 2.2326 7.6973
H -2.9081 -1.7310 -3.7716
H -1.4275 -4.6784 -2.1187
C -3.3565 -2.8062 1.8826
H -4.1311 -6.0157 -1.5021
C 6.9328 -2.3635 2.8148
N -4.0957 -4.8606 -3.2515
C 4.8217 2.1861 2.0803
C 0.7874 1.0008 4.9369
C 3.3562 -1.6996 3.6378
H -5.8566 2.1998 0.2510
H -2.4705 0.0017 0.6328
H -6.0590 -0.2498 0.7140
H -0.0385 4.0059 -3.8328
H -2.6372 -0.4528 3.0079
C 4.7179 -2.7129 1.8528
C -3.5902 -5.1380 -1.8715
H -1.8229 -6.3056 -2.2883
H 2.8664 4.9745 -3.8941
H 4.1239 2.3525 1.2611
C -4.0744 0.9945 -0.4049
C 1.6445 1.8062 -3.3559
O -2.0293 0.7038 -6.9740
H 3.8034 2.8335 -6.5424
H 4.2345 -3.5858 2.2883
H 4.8899 3.1085 2.6628
H 1.0340 6.2769 7.2819
C 5.8637 -1.7736 3.7033
H -2.2969 -4.0006 -4.0879
H -0.7683 4.1667 7.1773
H 0.7583 4.0503 -6.5890
H -2.5433 -6.0057 0.3613
H 3.3999 5.7873 -6.3532
H 4.2837 4.0189 -5.3050
H 2.5504 -1.6371 2.9134
H 1.4063 2.3286 -6.7607
H -3.2742 1.6454 -0.7380
H -5.6458 -3.2330 -1.3808
C 6.1981 -2.9175 1.5729
N 2.2940 3.4552 -5.2314
N -4.2416 -0.4492 1.5964
H 4.0879 -0.3774 1.2355
C 3.3714 4.9064 -7.0150
H -0.0973 4.7789 5.6990
F -1.7912 2.1219 -4.3803
C 4.5326 4.9992 -7.9791
H -4.4067 2.2789 1.2327
H -2.9814 -2.9338 0.8672
C -2.1544 0.8173 -4.4092
C 4.7436 -0.2819 2.1038
H -3.1657 1.0855 2.4324
C -5.7706 -3.1394 -2.4624
H 0.2591 3.0636 4.4658
H 1.8421 0.9223 5.2144
H 4.0792 -2.4173 1.0215
H -5.9949 0.5661 2.3435
H -2.9127 -6.1911 -4.3635
H -6.8033 -2.8274 -2.6232
H 0.4171 2.6993 -1.7795
H 2.5960 1.3305 -5.2048
S -1.4314 -0.0295 -5.8976
H 5.7553 -0.2916 1.6922
C 2.3126 3.3488 6.2030
F -1.7697 0.3001 -3.2287
H 1.1738 1.2792 7.5484
H 0.6941 -0.3691 3.1597
H -0.2006 1.1101 2.9350
C 2.5659 2.1617 -4.5006
H 0.5918 5.0835 -2.7112
H -5.8688 -4.3562 -4.2376
C -5.0302 1.6098 0.6331
H 5.5290 4.9756 -7.5433
C -4.8636 -2.0105 -2.9823
H 5.8330 2.1274 1.6640
H 1.1910 2.7369 8.5009
H 0.7497 1.2831 -3.7037
C -3.6492 -4.1113 2.6121
H -4.2100 0.2117 3.5928
H -3.8044 -3.5754 -4.8854
H -4.6719 0.6594 -1.2542
C 1.2120 2.9647 -2.4712
H -4.5187 -5.8442 -5.0317
C 3.5098 3.7451 -6.0210
F 0.7363 0.0474 0.5619
H 2.1565 1.0651 -2.7402
H -3.1478 -4.9625 2.1647
H -2.8272 -2.5477 -2.2176
H 0.3034 2.7885 -5.4985
H -5.3239 -2.2670 1.1468
C 1.2303 5.2138 7.3741
H -4.3760 -6.9369 -3.6194
H 7.6751 -1.6113 2.5395
H -4.7218 -4.3330 2.6288
H 5.5310 -2.5138 4.4345
H 5.2659 0.9867 3.7470
H -4.8782 -1.1624 -2.2920
C 1.1263 3.1493 -6.1091
N 4.6178 -1.5713 2.8419
F 1.9056 -1.8823 0.9387
P 0.5077 -1.5227 0.1778
C -4.5915 -1.8977 1.8611
H -2.5793 -2.2513 2.4006
H -5.2811 -1.6470 -3.9228
H 3.4308 -2.6565 4.1413
C -1.7522 -5.5379 -0.2320
H -0.9110 -6.2217 -0.1441
H -1.5447 -4.5485 0.1601
F 0.3164 -3.0746 -0.1427
H 6.4667 -2.5435 0.5909
H 1.5692 5.3240 -4.9800
C -5.5448 -4.4440 -3.2040
C 2.5145 4.7919 6.6519
C -3.5297 0.1107 2.7547
H 6.0502 -0.8433 4.2271
H 7.5085 -3.1574 3.2790
H 2.8536 2.5570 6.7201
C 0.1811 2.3427 5.2791
F -0.9398 -1.1839 -0.4829
H 3.5480 1.0108 3.3844
H 6.3592 -3.9942 1.5918
C -5.4967 0.3918 1.3961
H -3.9422 -4.3242 -1.2419
H 2.3978 4.9896 -7.4905
N 0.8452 3.0291 6.4526
C -3.4158 -2.4496 -3.1350
H 3.6049 2.2388 -4.1610
H -3.3851 -4.0860 3.6699
H 0.3202 0.1677 5.4699
F -3.4855 0.8143 -4.4498
F 1.1916 -1.2627 -1.2233
C 0.1749 4.3776 6.6770
H 2.0920 3.1900 -1.8422
C -3.4728 -0.2404 0.2923
C -3.9635 -6.0698 -4.1257
H -4.9989 -1.8508 2.8734
H 4.4675 4.2152 -8.7401
H -0.3860 2.0368 7.8760
H -0.8679 2.2601 5.5659
F -0.2793 -1.7161 1.6206
H 1.4803 1.2134 2.9184
C -3.3405 -3.7528 -3.9129
H 3.3702 -0.8715 4.3400
H 2.5303 3.1792 5.1487
O -0.0021 0.1623 -5.7654
H 3.3804 4.8819 7.3052
H -3.4251 -1.1428 -0.3022
H -6.0573 -5.2630 -2.6990
C 1.9420 4.5559 -4.2992
C 0.6746 0.6775 3.4305
C 0.8920 4.2029 -3.2800
C 4.5368 0.9567 2.9322
O -1.9084 -1.3950 -5.8058
*
```

Atomic partial charges in e from the Löwdin method, atoms 1 to 2:
1 H 0.119
2 H 0.085

---

[3]
The following is a quantum chemistry calculation of a molecular structure, C44H104As2Br2F12N4O4P2 in a non-equilibrium geometry, from the Open Molecules 2025 dataset.

```
! RIJCOSX wB97M-V def2-TZVPD def2/J DEFGRID3
* xyz 2 1
As 2.1178 4.5178 3.6361
H 8.9695 -3.1801 -1.4321
C -7.3640 0.5157 1.0715
H 1.8617 3.6591 -2.8453
H -11.2936 3.4329 0.1891
H -12.6324 3.4666 2.9472
C 7.2003 -3.9428 0.6965
H -2.7523 2.6889 -1.7068
F 1.8733 3.9555 5.3774
H 5.3653 -2.9504 0.1460
H -8.3906 4.2154 1.6261
H 0.0485 -1.4516 1.1468
H -0.9765 -4.6597 6.8441
H 0.5484 -1.5794 -7.7873
H 10.9322 -2.5180 -0.2046
H -7.2178 1.0601 7.5919
C -0.5463 -3.0824 3.4994
H -10.0517 1.6601 1.0958
C 1.4253 3.6530 -3.8441
C -6.0486 0.9394 5.7580
H 8.2676 -5.2651 2.6469
Br 3.3994 -1.1820 1.8976
F 3.8956 4.5999 3.9052
P -7.1661 2.1853 1.6533
C -7.0725 1.9468 3.5211
C 2.0547 4.7250 -4.6514
C 0.3349 3.0750 0.1936
H 8.1882 -3.5585 0.9505
H -7.0913 -0.9152 -2.0592
H -2.4326 -3.6149 7.2340
C 5.2575 1.4568 -1.3492
C 7.3210 -5.7322 2.3754
C 8.6350 -2.1519 -1.5696
C -7.3798 -0.9863 -1.0105
C 6.4408 -2.7883 0.0735
F -2.6593 -1.7435 -2.4466
C 0.4644 -2.4648 -7.1572
H 4.6615 -0.4786 -0.7055
H 4.4346 1.5685 -2.0552
O -2.8138 -3.5644 4.3735
H 5.5087 2.1941 0.8300
H -9.9023 2.4467 2.7497
H -4.0086 2.5033 2.2960
H -0.0874 6.9227 -6.1775
C 6.5446 -4.6215 1.8667
N 0.8105 0.5793 0.8380
C 9.2144 -1.2919 -0.4116
H 1.0529 3.8935 0.2434
H 4.7914 3.2712 -0.2647
H -9.5426 -1.2861 -1.0583
H 1.0743 -1.1214 -0.2313
C 3.2414 -3.0912 -1.9280
F 2.2979 5.0657 1.8775
C 5.1180 -4.6604 -2.7476
C -9.9276 2.5794 1.6681
H -0.2598 -2.3590 5.8048
H -10.9059 4.5378 1.5111
H -0.4337 3.4322 -0.4917
H 6.9022 -0.3901 -2.8503
C -3.4442 2.1490 -1.0603
O 1.3930 1.5164 -1.2863
H 3.7980 -2.1884 -1.6765
H 1.8023 0.6574 -4.1019
F 1.8962 6.1717 4.1521
H 6.8872 -6.0847 3.3112
H 9.0283 -0.2293 -0.5679
H -13.3936 3.6087 1.3023
H 2.0140 6.6459 -4.6175
H -8.5565 3.3369 0.1711
H 2.5281 -0.8927 -3.5619
C -8.5582 3.2050 1.2531
H 6.2764 -4.0269 2.7401
H 0.8178 -3.3227 -7.7293
H 6.0829 1.8280 -1.9566
H 0.4561 -0.4293 -5.3816
H 1.0197 5.8791 -7.1001
H 1.7353 0.3835 1.1935
C 4.8614 2.2055 -0.0469
C -4.3475 2.2697 1.2867
H -0.9487 -2.9511 2.4949
H 1.6276 2.7122 -4.3560
O 2.4769 -2.9232 -5.6822
C 5.5675 -0.0486 -1.1327
H 3.1203 -4.6009 -3.3776
C 11.1524 -0.6680 0.9383
C -6.0547 1.0359 4.2166
H -4.4049 1.1850 1.1960
H 0.5591 -1.5459 -4.2208
H 11.1420 0.4171 0.8361
H 0.1541 -2.2608 3.6494
H 12.1500 -0.9800 1.2474
H 6.2524 -0.0659 -0.2849
F 2.2648 2.8257 3.1459
O 3.2140 4.5285 -5.1491
H -5.0401 1.3790 4.0144
P 6.8099 -2.3351 -1.6462
N 1.2747 5.9727 -4.7598
H -3.1603 1.1053 -1.1952
H -0.9136 -3.2833 7.9703
H -3.2315 3.8495 0.3222
H 7.4884 -4.7563 0.0307
C 2.2313 -0.2922 -4.4218
F -1.2184 -3.5860 -1.2976
H 0.3428 3.7255 -3.7390
H 0.6867 6.0239 -3.9402
C -1.6735 -3.1340 4.5457
H -5.6840 -0.0753 5.9182
H -5.8081 2.8715 -0.0338
H -0.7039 -0.7053 -0.3010
H -0.1004 -4.0752 3.4393
H -8.4997 -2.7224 -1.1041
H -6.6808 1.0002 -0.9726
H -8.0329 1.5580 3.8598
N -1.2393 -2.5698 5.9320
H 5.3521 -1.1096 -3.0761
C 10.6976 -1.4552 -0.2639
H -1.8009 -1.7491 6.1086
H 3.3945 -3.6395 -0.9985
F -2.8051 -4.0965 -3.3025
C 6.0750 -0.8442 -2.3047
H -8.3703 0.9900 -0.6635
C 6.4395 -3.7277 -2.7386
F -1.5958 -2.2476 -4.6091
H -5.6074 4.0852 1.2929
H 8.7852 -1.6732 0.5149
H -8.2354 0.0189 1.4982
H 8.9244 -1.7211 -2.5281
H 5.0308 -5.1401 -1.7727
H 5.2338 -5.4510 -3.4890
C -7.3846 1.0861 6.5150
N 1.0687 -1.1284 -4.9864
H 6.6220 -1.8966 0.6735
H -6.5227 -0.1061 1.3774
H 7.4176 -6.5768 1.6931
H -0.0154 3.0917 1.2257
C 0.8670 1.6988 -0.2251
H 3.8532 1.9574 0.2848
H 2.2159 -2.8349 -2.1939
H -8.0732 0.2457 6.4268
H -6.5175 -1.4588 -0.5402
H -4.4248 2.2775 -1.5187
H 11.1936 -1.1421 -1.1827
H -8.6726 -1.7849 0.4122
H -6.2447 0.0507 3.7906
H 3.0125 -0.1999 -5.1763
C -5.6294 3.0276 1.0300
H -6.9170 2.9678 3.8696
As -1.4362 -2.9533 -2.9790
H -5.3936 1.6382 6.2783
C -1.3593 -3.6601 7.0498
H 0.1687 0.8251 1.5781
C 0.5043 6.0077 -6.1483
Br -1.4548 0.6934 3.4680
H -0.2743 5.2449 -6.1365
H 5.5928 -4.9842 1.4786
C -12.5752 3.1967 1.8927
H 4.1969 -3.1254 -3.8004
F 0.3740 4.4063 3.3342
C 0.1964 -0.7689 0.3101
H 6.5039 -3.3849 -3.7713
H 10.4654 -0.7238 1.7826
H -7.9035 2.0395 6.4152
C -3.2772 2.7605 0.3269
H -2.2495 2.5541 0.6258
C -8.6228 -1.7279 -0.6752
C -7.4571 0.4300 -0.4623
F -0.0800 -1.7983 -2.5984
H -12.6516 2.1136 1.9881
C 1.4262 -2.2619 -5.9272
C 3.8746 -3.8738 -3.0765
C -11.1782 3.5102 1.2702
H -0.5404 -2.6045 -6.7586
H 7.3308 -4.3228 -2.5400
F -0.2608 -4.1533 -3.6845
*
```

Atomic partial charges in e from the Löwdin method, atoms 1 to 2:
1 As 0.892
2 H 0.092

---

Sequential electronic energy output: -164075.5484 -104274.7587 -374404.4088 eV
Sequential Kohn-Sham gap output: 7.6079 7.5838 4.9565 eV